# 1
{
  "formula": "C63H65F8N2O5PS4",
  "method": "the ωB97M-V functional and the def2-TZVPD basis",
  "elements": ["C", "C", "C", "N", "C", "C", "C", "C", "C", "C", "C", "C", "C", "O", "C", "C", "C", "C", "S", "C", "S", "N", "C", "C", "C", "C", "C", "C", "C", "C", "C", "C", "C", "C", "P", "C", "C", "S", "O", "O", "C", "F", "F", "F", "S", "C", "O", "O", "H", "H", "H", "H", "H", "H", "H", "H", "H", "H", "H", "H", "H", "H", "H", "H", "H", "H", "H", "H", "H", "H", "H", "H", "H", "H", "H", "H", "H", "H", "H", "H", "H", "H", "H", "H", "H", "H", "H", "H", "F", "C", "C", "C", "C", "C", "C", "H", "H", "H", "H", "H", "F", "C", "C", "C", "C", "C", "C", "H", "H", "H", "H", "H", "F", "C", "C", "C", "C", "C", "C", "H", "H", "H", "H", "H", "F", "C", "C", "C", "C", "C", "C", "H", "H", "H", "H", "H", "F", "C", "C", "C", "C", "C", "C", "H", "H", "H", "H", "H"],
  "xyz": [[6.559, 3.957, 2.225], [5.642, 3.091, 1.793], [4.904, 2.178, 2.787], [5.915, 1.431, 3.543], [3.801, 1.272, 2.103], [4.307, 0.677, 0.769], [5.474, -0.302, 0.807], [6.801, 0.047, 0.832], [7.838, -0.859, 0.823], [7.525, -2.199, 0.764], [6.194, -2.590, 0.737], [5.922, -4.083, 0.653], [5.184, -1.662, 0.752], [2.551, 1.944, 2.147], [1.987, 2.812, 1.244], [1.870, 2.449, -0.246], [0.942, 1.284, -0.700], [0.741, 0.104, 0.259], [-0.771, -0.814, -0.214], [-0.594, -2.389, 0.639], [0.642, -3.366, 0.279], [-1.511, -2.804, 1.662], [-2.871, -2.769, 1.237], [-3.236, -2.814, -0.092], [-4.552, -2.800, -0.478], [-5.584, -2.755, 0.427], [-5.228, -2.720, 1.764], [-3.913, -2.727, 2.156], [-1.263, -2.127, 2.919], [-1.651, -0.834, 3.204], [-1.403, -0.294, 4.445], [-0.764, -1.034, 5.411], [-0.331, -2.318, 5.135], [-0.592, -2.840, 3.886], [2.725, 4.580, 1.166], [3.242, 5.194, 2.820], [1.535, 5.803, 0.473], [0.271, 3.088, 2.052], [0.290, 4.271, 2.876], [-0.073, 1.983, 2.910], [-1.166, 3.293, 0.881], [-1.742, 2.111, 0.702], [-2.071, 4.029, 1.547], [-0.925, 3.929, -0.266], [3.373, -0.227, 3.158], [2.338, 0.352, 4.517], [2.547, -1.127, 2.378], [4.487, -0.960, 3.694], [6.946, 3.792, 3.232], [6.915, 4.775, 1.608], [5.428, 3.134, 0.727], [4.358, 2.755, 3.545], [5.965, 1.793, 4.486], [6.829, 1.438, 3.118], [4.568, 1.435, 0.021], [3.465, 0.132, 0.322], [7.048, 1.112, 0.848], [8.871, -0.521, 0.826], [8.300, -2.961, 0.727], [6.619, -4.572, 1.349], [6.176, -4.489, -0.334], [4.906, -4.352, 0.954], [4.163, -2.033, 0.700], [2.844, 2.297, -0.716], [1.507, 3.357, -0.750], [-0.016, 1.705, -1.037], [1.375, 0.871, -1.622], [0.764, 0.326, 1.327], [1.551, -0.616, 0.086], [-2.475, -2.866, -0.871], [-4.829, -2.834, -1.531], [-6.626, -2.727, 0.113], [-6.001, -2.681, 2.529], [-3.717, -2.709, 3.226], [-2.171, -0.242, 2.452], [-1.708, 0.725, 4.667], [-0.566, -0.647, 6.410], [0.177, -2.945, 5.853], [-0.257, -3.855, 3.677], [2.688, 6.123, 3.025], [4.302, 5.431, 2.915], [2.893, 4.499, 3.594], [1.501, 5.656, -0.614], [0.510, 5.772, 0.853], [1.972, 6.797, 0.617], [2.574, -0.209, 5.424], [1.299, 0.129, 4.256], [2.418, 1.433, 4.677], [0.184, -2.769, 8.001], [0.974, -3.740, 8.506], [0.503, -5.037, 8.544], [1.318, -6.034, 9.058], [2.585, -5.721, 9.534], [3.039, -4.410, 9.492], [2.232, -3.410, 8.969], [-0.490, -5.258, 8.174], [0.965, -7.057, 9.087], [3.217, -6.501, 9.938], [4.024, -4.165, 9.866], [2.571, -2.384, 8.920], [-4.149, -3.360, -3.941], [-4.598, -2.255, -4.564], [-3.961, -1.051, -4.337], [-4.420, 0.089, -4.981], [-5.513, 0.012, -5.834], [-6.146, -1.206, -6.047], [-5.685, -2.351, -5.412], [-3.116, -1.011, -3.662], [-3.925, 1.038, -4.818], [-5.872, 0.903, -6.334], [-7.000, -1.265, -6.710], [-6.159, -3.311, -5.571], [-8.639, -3.063, 0.238], [-9.285, -2.680, -0.885], [-10.655, -2.517, -0.850], [-11.315, -2.118, -2.004], [-10.600, -1.899, -3.174], [-9.223, -2.072, -3.191], [-8.557, -2.461, -2.038], [-11.194, -2.700, 0.070], [-12.388, -1.979, -1.989], [-11.118, -1.591, -4.073], [-8.665, -1.905, -4.103], [-7.482, -2.593, -2.031], [-4.507, 1.896, -8.930], [-3.637, 2.807, -8.457], [-2.429, 2.383, -7.935], [-1.531, 3.324, -7.451], [-1.855, 4.673, -7.485], [-3.073, 5.084, -8.007], [-3.970, 4.147, -8.502], [-2.198, 1.325, -7.910], [-0.585, 3.006, -7.048], [-1.155, 5.406, -7.102], [-3.327, 6.135, -8.030], [-4.921, 4.449, -8.921], [1.435, 3.511, -7.605], [2.211, 2.525, -7.108], [1.752, 1.222, -7.149], [2.553, 0.210, -6.641], [3.792, 0.512, -6.091], [4.234, 1.828, -6.055], [3.442, 2.843, -6.571], [0.781, 1.007, -7.575], [2.210, -0.816, -6.673], [4.413, -0.279, -5.692], [5.198, 2.064, -5.623], [3.773, 3.874, -6.559]],
  "mulliken_charge": [-1.1777, -0.4047, -0.3567, -0.3153, 1.0324, -1.3469, 0.1788, -0.1098, -1.3311, -0.5788, 0.6529, -1.6960, -0.5784, -0.0341, 0.2205, -1.3371, -1.8563, 0.9558, -0.0685, 0.1860, -0.2584, 0.2184, 0.6056, -0.2100, -0.3831, -0.0266, -1.0458, -0.3455, -1.4465, 1.0010, -1.3235, -0.0854, -0.3574, -0.1733, 0.2105, -1.1586, -0.9778, 0.9469, -0.6356, -0.3937, 0.4972, -0.0920, -0.2338, -0.1940, 1.7141, -0.5551, -0.6111, -0.7547, 0.2826, 0.3310, 0.2301, 0.8294, 0.2968, 0.3486, 0.6247, -0.2225, 0.5717, 0.4154, 0.4148, 0.3892, 0.3531, 0.3299, 0.4714, 0.6077, 0.5815, 0.6481, 0.5055, -0.7280, 0.2373, 0.5709, 0.2636, 0.1690, 0.3727, 0.3364, 0.6088, 0.2227, 0.4178, 0.3566, 0.4404, 0.5632, 0.3748, 0.2503, 0.3651, 0.2722, 0.4373, 0.5446, -0.1874, 0.1730, -0.2852, 0.4446, -0.3328, -0.3864, -0.5162, -0.3870, -0.4631, 0.4272, 0.3594, 0.3682, 0.3574, 0.4040, -0.3732, 0.2388, -0.3203, -0.4688, -0.5136, -0.4828, -0.4280, 0.5590, 0.4612, 0.4325, 0.4494, 0.4554, -0.3060, 0.4898, -0.5670, -0.3650, -0.6208, -0.2246, -0.3887, 0.4084, 0.3674, 0.3756, 0.3791, 0.4062, -0.3473, 0.2898, -0.2291, -0.1201, -0.6866, -0.3286, -0.5454, 0.4717, 0.2946, 0.3951, 0.3648, 0.4200, -0.2866, 0.4734, -0.2136, -0.5437, -0.5188, -0.3787, -0.5739, 0.4378, 0.3951, 0.4122, 0.3890, 0.4382],
  "energy_ev": -153967.051,
  "smiles": "C=C[C@H](N)[C@](Cc1cccc(C)c1)(O[C@](CCCSC(=S)N(c1ccccc1)c1ccccc1)(P(C)C)S(=O)(=O)C(F)(F)F)S(C)(=O)=O.Fc1ccccc1.Fc1ccccc1.Fc1ccccc1.Fc1ccccc1.Fc1ccccc1"
}


# 2
{
  "formula": "C63H70N9O4PRhS3Te",
  "method": "the ωB97M-V functional and the def2-TZVPD basis",
  "elements": ["Rh", "C", "C", "C", "C", "C", "O", "C", "C", "C", "C", "C", "C", "C", "O", "C", "C", "C", "N", "C", "C", "Te", "C", "C", "C", "C", "C", "C", "C", "C", "C", "C", "C", "C", "H", "H", "H", "H", "H", "H", "H", "H", "H", "H", "H", "H", "H", "H", "H", "H", "H", "H", "H", "H", "H", "H", "H", "H", "C", "C", "C", "C", "C", "C", "C", "C", "C", "S", "C", "N", "H", "H", "H", "H", "H", "H", "H", "H", "N", "P", "N", "C", "C", "C", "C", "C", "N", "C", "C", "C", "C", "C", "N", "C", "C", "C", "C", "C", "H", "H", "H", "H", "H", "H", "H", "H", "H", "H", "H", "H", "H", "H", "H", "H", "H", "H", "H", "H", "H", "H", "H", "H", "H", "H", "H", "H", "H", "H", "N", "C", "C", "C", "C", "C", "C", "S", "O", "O", "N", "C", "S", "C", "C", "N", "H", "H", "H", "H", "H", "H", "H", "H"],
  "xyz": [[-0.300, -0.497, -0.186], [4.280, -0.244, 5.398], [3.054, -0.178, 4.526], [1.890, 0.447, 4.913], [0.739, 0.520, 4.108], [-0.428, 1.198, 4.712], [-0.321, 1.692, 5.831], [-1.806, 1.332, 4.094], [-2.103, 1.818, 2.822], [-3.414, 2.090, 2.459], [-4.458, 1.861, 3.341], [-4.177, 1.370, 4.608], [-2.866, 1.126, 4.981], [0.768, -0.071, 2.811], [-0.253, -0.091, 2.040], [1.990, -0.735, 2.431], [3.081, -0.777, 3.259], [1.913, -1.405, 1.114], [1.926, -0.779, -0.020], [2.661, 0.477, -0.158], [2.572, 1.019, -1.584], [4.422, 0.965, -2.670], [4.503, -1.158, -2.846], [5.476, -1.883, -2.172], [5.554, -3.260, -2.324], [4.663, -3.917, -3.157], [3.680, -3.197, -3.821], [3.600, -1.822, -3.666], [1.420, -2.806, 1.027], [1.556, -3.890, 2.133], [2.465, -5.036, 1.853], [2.762, -5.365, 0.598], [2.287, -4.553, -0.513], [1.686, -3.379, -0.334], [4.050, 0.036, 6.424], [5.058, 0.427, 5.026], [4.695, -1.253, 5.397], [1.818, 0.910, 5.889], [-1.337, 1.983, 2.081], [-3.612, 2.480, 1.467], [-5.481, 2.067, 3.047], [-4.980, 1.203, 5.316], [-2.648, 0.776, 5.981], [3.976, -1.290, 2.920], [3.704, 0.266, 0.102], [2.292, 1.231, 0.545], [2.235, 2.049, -1.581], [1.846, 0.446, -2.149], [6.185, -1.372, -1.532], [6.313, -3.819, -1.790], [4.730, -4.990, -3.285], [2.974, -3.708, -4.464], [2.832, -1.268, -4.191], [1.776, -3.441, 3.105], [2.845, -5.594, 2.701], [3.381, -6.227, 0.378], [2.453, -4.922, -1.515], [1.375, -2.781, -1.179], [-3.000, -1.249, 1.919], [-3.426, -0.901, 0.535], [-4.812, -0.791, 0.283], [-5.272, -0.608, -0.984], [-4.349, -0.563, -2.049], [-4.763, -0.422, -3.388], [-3.831, -0.382, -4.391], [-2.474, -0.528, -4.093], [-2.037, -0.700, -2.793], [-0.364, -1.011, -2.480], [-2.974, -0.676, -1.728], [-2.540, -0.780, -0.438], [-3.763, -0.970, 2.643], [-2.064, -0.768, 2.180], [-2.847, -2.330, 1.956], [-5.499, -0.865, 1.114], [-6.330, -0.525, -1.202], [-5.822, -0.363, -3.604], [-4.142, -0.264, -5.421], [-1.738, -0.534, -4.885], [-0.027, 1.552, -0.243], [-0.125, 3.069, -0.326], [1.097, 3.937, -1.170], [1.055, 4.181, -2.612], [2.430, 4.526, -3.180], [3.071, 5.698, -2.425], [2.881, 5.551, -0.900], [2.406, 4.138, -0.577], [-1.527, 3.568, -1.120], [-1.872, 4.898, -1.599], [-2.296, 4.860, -3.066], [-3.595, 4.049, -3.214], [-3.692, 2.985, -2.110], [-2.305, 2.484, -1.739], [-0.142, 3.891, 1.155], [-0.878, 5.132, 1.355], [-1.025, 5.439, 2.841], [0.336, 5.631, 3.531], [1.419, 4.811, 2.814], [0.772, 3.554, 2.239], [0.397, 5.034, -2.820], [0.649, 3.310, -3.140], [2.308, 4.790, -4.232], [3.086, 3.653, -3.143], [2.622, 6.635, -2.766], [4.134, 5.741, -2.670], [2.127, 6.255, -0.543], [3.811, 5.762, -0.367], [2.334, 3.996, 0.495], [3.148, 3.417, -0.949], [-1.025, 5.568, -1.444], [-2.716, 5.310, -1.025], [-1.502, 4.401, -3.657], [-2.435, 5.880, -3.433], [-3.608, 3.564, -4.192], [-4.461, 4.713, -3.164], [-4.305, 2.145, -2.442], [-4.161, 3.406, -1.217], [-1.808, 2.096, -2.640], [-2.360, 1.663, -1.028], [-1.873, 5.013, 0.928], [-0.384, 5.977, 0.847], [-1.561, 4.607, 3.301], [-1.637, 6.336, 2.952], [0.255, 5.299, 4.567], [0.617, 6.687, 3.547], [2.207, 4.528, 3.514], [1.875, 5.404, 2.016], [0.241, 3.074, 3.062], [1.501, 2.827, 1.879], [1.247, -9.578, -1.611], [0.255, -8.599, -1.680], [-0.899, -8.709, -0.904], [-1.866, -7.723, -0.955], [-1.691, -6.632, -1.789], [-0.588, -6.546, -2.619], [0.383, -7.528, -2.567], [-2.862, -5.282, -1.743], [-3.298, -5.062, -3.097], [-3.881, -5.624, -0.778], [-2.060, -3.954, -1.299], [-1.337, -3.779, -0.240], [-0.696, -5.248, 0.815], [0.010, -4.135, 2.042], [-0.113, -2.757, 1.377], [-0.926, -2.648, 0.246], [1.272, -10.077, -0.736], [2.160, -9.268, -1.902], [-1.013, -9.555, -0.237], [-2.743, -7.752, -0.324], [-0.493, -5.693, -3.277], [1.265, -7.466, -3.194], [-0.500, -4.284, 2.993], [-0.337, -1.992, 2.110]],
  "mulliken_charge": [2.3814, -1.5369, 0.7196, -1.3794, 0.1798, -0.0106, -0.7179, 0.6665, 0.6836, -0.8660, -0.4669, -1.1944, -0.2443, -0.7032, 0.5220, 0.2523, -0.4010, 0.2096, 0.0146, -0.6838, -0.0299, 0.0694, -0.0896, -0.2510, -0.4966, -0.4286, -0.5416, -0.1950, 2.0816, -0.5604, -1.3182, -0.9691, 0.5109, -1.4169, 0.3733, 0.3010, 0.3728, 0.4779, 0.2667, 0.3205, 0.4049, 0.3064, 0.4927, 0.5742, 1.1372, -0.6207, -0.9871, -0.0518, 0.3708, 0.3741, 0.3835, 0.3793, 0.3683, 0.8596, 0.4355, 0.4782, 0.7600, -0.2002, -0.3414, 0.1001, -1.0842, -1.3613, 0.9528, -0.6989, -0.9355, -0.3000, 1.1713, -0.4973, -1.8548, 2.2523, 0.5615, -1.2622, 0.4449, 0.5651, 0.4580, 0.4255, 0.4096, 0.5485, 0.8273, -4.0402, 1.4334, -0.4079, -0.4996, -0.8946, -1.2925, 0.3278, 1.6206, -1.2425, -0.9277, -0.9472, -0.6659, 0.0730, 1.0488, -0.4010, -0.5161, -0.8845, -1.0278, -0.1492, 0.4565, 0.1922, 0.5838, -0.2176, 0.3895, 0.3477, 0.2531, 0.5160, -0.0842, 0.3458, 0.6111, 0.5528, 0.1670, 0.5677, 0.3857, 0.3444, 0.1010, 0.2562, -0.0495, -0.5413, 0.0893, 0.2266, -0.1528, 0.6145, 0.3460, 0.4667, 0.6073, 0.1197, -0.1371, 0.3004, -0.6303, 1.0606, -0.6533, -0.1876, -0.7905, -0.2019, -0.7569, 1.5671, -0.8126, -0.7678, -0.0055, -1.0890, -0.2702, -0.2838, -1.5793, 1.7345, 0.2188, 0.2195, 0.2888, 0.4492, 0.3768, 0.3012, 0.5278, 0.2703],
  "energy_ev": -140165.490,
  "charge": -1
}


no.,HOMO level (eV),LUMO energy (eV)
1,-7.85,-0.27
2,-4.94,1.48